{
  "formula": "C22H34BrF5MnO3PS2",
  "method": "ωB97M-V with the def2-TZVPD basis set",
  "orbital_gap_ev": [7.26, 7.43],
  "s2": 8.756,
  "lumo_ev": [2.566, 2.564],
  "total_charge": -1,
  "e_homo_ev": [-4.7, -4.9],
  "de_lowest_kj_mol": 0.0,
  "max_force_ev_per_a": 0.773,
  "multiplicity": 6,
  "symbols": ["Mn", "C", "C", "C", "C", "C", "C", "C", "Br", "C", "O", "C", "C", "C", "C", "C", "C", "H", "H", "H", "H", "H", "H", "H", "H", "H", "H", "H", "H", "H", "H", "H", "H", "H", "H", "H", "H", "C", "C", "C", "O", "P", "S", "S", "O", "C", "C", "C", "H", "H", "H", "H", "H", "H", "H", "H", "H", "H", "H", "H", "H", "H", "F", "C", "F", "C", "F", "F", "F"],
  "positions_angstrom": [[1.649, 1.016, 1.505], [-6.335, 2.034, -0.495], [-5.209, 2.843, -1.150], [-5.461, 4.324, -0.874], [-5.255, 2.624, -2.668], [-3.858, 2.386, -0.606], [-2.998, 3.211, 0.105], [-1.788, 2.724, 0.566], [-0.661, 3.898, 1.519], [-1.339, 1.410, 0.366], [-0.185, 1.009, 0.806], [-2.231, 0.552, -0.335], [-3.435, 1.073, -0.796], [-1.980, -0.940, -0.628], [-2.024, -1.173, -2.145], [-0.644, -1.494, -0.130], [-3.086, -1.772, 0.043], [-7.308, 2.351, -0.880], [-6.331, 2.171, 0.587], [-6.226, 0.967, -0.693], [-6.423, 4.619, -1.299], [-4.689, 4.953, -1.320], [-5.490, 4.537, 0.196], [-6.219, 2.944, -3.074], [-5.114, 1.574, -2.926], [-4.465, 3.193, -3.162], [-3.247, 4.242, 0.310], [-4.094, 0.406, -1.339], [-1.260, -0.575, -2.646], [-2.990, -0.915, -2.581], [-1.829, -2.226, -2.363], [0.212, -0.994, -0.578], [-0.605, -2.555, -0.399], [-0.532, -1.413, 0.951], [-4.084, -1.496, -0.299], [-3.054, -1.639, 1.126], [-2.937, -2.833, -0.174], [6.116, -1.906, -0.139], [5.556, -2.073, 1.258], [5.676, -0.828, 2.113], [4.199, -2.582, 1.176], [2.841, -1.759, 1.034], [2.211, -1.078, 2.787], [2.949, -0.317, -0.313], [1.845, -2.928, 0.619], [2.026, -3.962, -0.377], [2.553, -3.443, -1.699], [2.850, -5.100, 0.192], [7.184, -1.689, -0.071], [5.624, -1.090, -0.666], [5.992, -2.823, -0.716], [6.085, -2.892, 1.753], [5.198, 0.033, 1.648], [6.735, -0.605, 2.254], [5.218, -0.977, 3.088], [1.003, -4.319, -0.526], [3.578, -3.084, -1.602], [1.942, -2.623, -2.067], [2.545, -4.255, -2.430], [3.910, -4.852, 0.226], [2.716, -5.983, -0.437], [2.521, -5.343, 1.201], [4.240, 2.170, 2.298], [2.944, 2.676, 2.186], [2.363, 2.366, 3.475], [3.166, 4.183, 2.286], [3.693, 4.655, 1.140], [4.016, 4.534, 3.271], [2.030, 4.859, 2.516]],
  "lowdin_spin": [4.66, 0.00, 0.00, 0.00, 0.00, 0.01, 0.00, 0.01, 0.01, 0.01, 0.08, 0.01, 0.00, 0.00, 0.00, 0.00, 0.00, 0.00, 0.00, 0.00, 0.00, 0.00, 0.00, 0.00, 0.00, 0.00, 0.00, 0.00, 0.00, 0.00, 0.00, 0.00, 0.00, 0.00, 0.00, 0.00, 0.00, 0.00, 0.00, 0.00, 0.00, 0.01, 0.05, 0.05, 0.00, 0.00, 0.00, 0.00, 0.00, 0.00, 0.00, 0.00, 0.00, 0.00, 0.00, 0.00, 0.00, 0.00, 0.00, 0.00, 0.00, 0.00, 0.01, 0.03, 0.03, 0.01, 0.00, 0.00, 0.00]
}

---

{
  "formula": "C22H34F3Si3",
  "method": "ωB97M-V with the def2-TZVPD basis set",
  "orbital_gap_ev": 5.48,
  "lumo_ev": -6.440,
  "total_charge": 1,
  "e_homo_ev": -11.9,
  "max_force_ev_per_a": 1.258,
  "symbols": ["C", "Si", "C", "H", "C", "Si", "C", "C", "C", "Si", "C", "C", "C", "H", "H", "H", "H", "H", "H", "H", "H", "H", "H", "H", "H", "H", "H", "H", "H", "H", "H", "H", "H", "H", "H", "H", "H", "H", "F", "C", "C", "C", "F", "C", "C", "C", "C", "C", "C", "C", "C", "F", "C", "C", "H", "H", "H", "H", "H", "H", "H", "H"],
  "positions_angstrom": [[4.034, -1.117, -0.349], [2.768, 0.045, 0.401], [3.673, 1.669, 0.651], [1.795, 0.297, -0.653], [1.776, -0.620, 1.895], [0.987, -2.336, 1.565], [-0.312, -2.231, 0.217], [2.215, -3.651, 1.018], [0.200, -3.095, 3.095], [0.592, 0.686, 2.647], [-0.754, 1.156, 1.427], [-0.218, 0.114, 4.246], [1.441, 2.287, 3.149], [4.701, -1.475, 0.432], [3.571, -1.958, -0.853], [4.618, -0.568, -1.085], [4.302, 1.598, 1.536], [4.303, 1.854, -0.216], [2.991, 2.507, 0.750], [2.536, -0.792, 2.653], [-0.586, -3.237, -0.085], [-1.208, -1.733, 0.573], [0.064, -1.695, -0.651], [1.718, -4.618, 1.071], [2.529, -3.502, -0.010], [3.088, -3.673, 1.667], [-0.056, -4.129, 2.871], [0.897, -3.086, 3.932], [-0.713, -2.582, 3.380], [-1.274, 2.034, 1.800], [-0.333, 1.387, 0.451], [-1.481, 0.358, 1.315], [-0.719, 0.966, 4.700], [-0.964, -0.655, 4.072], [0.530, -0.259, 4.943], [0.744, 2.862, 3.755], [2.336, 2.095, 3.736], [1.696, 2.892, 2.284], [-3.083, 3.863, 0.221], [-2.483, 3.690, -0.980], [-1.905, 4.761, -1.637], [-1.295, 4.590, -2.866], [-0.732, 5.638, -3.508], [-1.251, 3.341, -3.429], [-1.805, 2.219, -2.786], [-1.677, 0.980, -3.453], [-2.103, -0.332, -3.134], [-1.802, -1.344, -4.066], [-2.155, -2.649, -3.849], [-2.820, -3.004, -2.692], [-3.147, -2.039, -1.755], [-3.825, -2.370, -0.629], [-2.797, -0.728, -1.974], [-2.441, 2.443, -1.550], [-1.935, 5.734, -1.189], [-0.765, 3.236, -4.380], [-1.155, 1.047, -4.395], [-1.273, -1.083, -4.965], [-1.907, -3.398, -4.581], [-3.111, -4.022, -2.503], [-3.087, -0.033, -1.219], [-2.935, 1.666, -1.014]],
  "lowdin_charge": [-0.21, 0.49, -0.21, -0.02, -0.47, 0.44, -0.18, -0.18, -0.17, 0.44, -0.18, -0.17, -0.18, 0.04, 0.00, 0.03, 0.04, 0.03, 0.00, 0.03, 0.04, 0.01, 0.02, 0.03, 0.01, 0.04, 0.03, 0.04, 0.01, 0.03, 0.02, 0.01, 0.03, 0.01, 0.04, 0.03, 0.04, 0.01, 0.10, -0.22, 0.14, -0.22, 0.10, 0.08, -0.16, 0.16, -0.16, 0.01, -0.02, 0.07, -0.24, 0.09, 0.08, 0.08, 0.15, 0.14, 0.13, 0.13, 0.13, 0.14, 0.11, 0.11]
}

---

{
  "formula": "C22H34N3O7P2SY",
  "method": "ωB97M-V with the def2-TZVPD basis set",
  "orbital_gap_ev": 6.44,
  "lumo_ev": 0.357,
  "e_homo_ev": -6.1,
  "de_lowest_kj_mol": 19.6,
  "max_force_ev_per_a": 3.009,
  "symbols": ["Y", "C", "C", "C", "C", "C", "C", "C", "C", "C", "H", "H", "H", "H", "H", "H", "H", "H", "H", "H", "H", "H", "C", "C", "O", "P", "O", "O", "O", "P", "O", "O", "O", "H", "H", "H", "H", "H", "H", "H", "S", "C", "N", "C", "C", "N", "H", "H", "H", "H", "H", "H", "C", "C", "C", "C", "C", "C", "C", "C", "N", "H", "H", "H", "H", "H", "H", "H", "H", "H"],
  "positions_angstrom": [[7.949, -13.270, -8.002], [5.260, -11.468, -5.026], [5.913, -11.047, -6.305], [6.835, -10.026, -6.296], [7.342, -9.471, -7.480], [8.261, -8.240, -7.449], [6.969, -9.993, -8.725], [5.940, -10.952, -8.764], [5.322, -11.417, -10.040], [5.510, -11.511, -7.564], [4.150, -11.515, -5.026], [5.573, -10.839, -4.212], [5.637, -12.453, -4.810], [7.185, -9.602, -5.372], [7.690, -7.331, -7.157], [8.582, -8.002, -8.472], [9.065, -8.440, -6.763], [7.239, -9.459, -9.637], [4.558, -10.653, -10.313], [4.830, -12.362, -9.872], [5.927, -11.422, -10.928], [4.775, -12.308, -7.588], [12.963, -12.266, -7.188], [11.748, -12.721, -7.985], [12.185, -12.994, -9.341], [11.092, -14.403, -7.652], [11.206, -14.726, -6.125], [12.244, -15.331, -8.234], [9.747, -14.620, -8.251], [10.373, -11.591, -8.013], [11.019, -10.134, -7.953], [9.681, -11.894, -6.689], [9.589, -11.811, -9.249], [13.677, -13.110, -7.107], [12.684, -11.985, -6.191], [13.423, -11.432, -7.686], [11.590, -12.626, -9.988], [10.429, -14.477, -5.626], [12.554, -14.834, -9.048], [10.855, -9.662, -8.784], [7.731, -14.822, -5.556], [7.337, -16.360, -6.120], [7.070, -17.393, -5.244], [6.463, -18.531, -5.954], [6.774, -18.189, -7.440], [7.318, -16.833, -7.378], [6.882, -17.068, -4.302], [5.396, -18.691, -5.688], [6.972, -19.459, -5.743], [5.892, -18.129, -8.078], [7.472, -18.911, -7.923], [7.239, -16.176, -8.139], [7.629, -15.067, -11.656], [6.519, -15.832, -10.970], [5.964, -16.983, -11.553], [4.830, -17.551, -10.981], [4.337, -17.031, -9.813], [4.865, -15.909, -9.154], [4.367, -15.307, -7.811], [5.982, -15.280, -9.762], [6.682, -14.299, -9.135], [7.843, -15.403, -12.727], [8.589, -14.931, -11.105], [7.286, -14.017, -11.797], [6.328, -17.283, -12.584], [4.225, -18.360, -11.493], [3.470, -17.575, -9.454], [3.639, -15.972, -7.390], [3.837, -14.331, -7.959], [5.197, -15.011, -7.183]],
  "lowdin_charge": [1.23, -0.03, -0.28, -0.02, -0.25, -0.04, -0.03, -0.30, -0.05, -0.07, 0.10, 0.07, 0.05, 0.12, 0.09, 0.07, 0.07, 0.13, 0.10, 0.06, 0.07, 0.10, -0.04, -0.56, -0.08, 0.49, -0.08, -0.09, -0.36, 0.25, -0.10, -0.36, -0.32, 0.10, 0.08, 0.08, 0.09, 0.03, 0.11, 0.10, 0.65, -0.80, 0.01, -0.12, -0.10, 0.07, 0.12, 0.12, 0.10, 0.10, 0.13, 0.08, -0.08, -0.23, -0.08, -0.15, -0.13, -0.23, -0.05, -0.39, -0.21, 0.09, 0.06, 0.07, 0.12, 0.11, 0.10, 0.06, 0.07, 0.02]
}